Entry 1:
A molecular structure, C40H24N11O3RuSe, computed with wB97M-V/def2-TZVPD.

Output
* highest occupied orbital energy (spin up / spin down): -6.00 / -7.83 eV
* multiplicity: 6
* E: -132327.924 eV
* Kohn-Sham gap (spin up / spin down): 4.586 / 5.313 eV

Element x y z (Å)
Ru: 14.291903 17.195630 15.435911
C: 7.795718 17.225126 16.632210
C: 7.668846 17.268949 15.217960
C: 8.759189 17.493047 14.447166
C: 10.022647 17.532794 15.076897
C: 11.363053 17.614441 14.505423
N: 12.292413 17.312957 15.460625
C: 11.559233 17.101561 16.711010
N: 12.099480 16.813280 17.908187
C: 13.393832 16.637344 18.186603
C: 13.869492 16.396101 19.504174
C: 13.190277 16.468791 20.701442
C: 13.907629 16.020778 21.824117
C: 15.229243 15.594320 21.766947
C: 15.869790 15.439784 20.493444
C: 15.173130 15.956652 19.389795
C: 15.516804 16.093151 17.978258
N: 16.633891 15.611631 17.399833
C: 16.887604 15.701411 16.130092
N: 16.066256 16.099321 15.138162
C: 16.638820 15.889571 13.889300
N: 16.033064 16.043021 12.730781
C: 14.940800 16.651066 12.466278
N: 13.948416 17.045725 13.422750
C: 12.778566 17.248421 12.719618
N: 11.616240 17.727383 13.196744
C: 13.069536 17.175964 11.259732
C: 12.173698 17.387622 10.249953
C: 12.746051 17.465411 9.011440
C: 14.146430 17.109732 8.764323
C: 15.024200 16.870543 9.835152
C: 14.439057 16.872466 11.109867
C: 18.025216 15.345095 14.148123
C: 18.943325 14.745367 13.277233
C: 20.073535 14.196709 13.842915
C: 20.186984 14.169088 15.235406
C: 19.217037 14.716486 16.037190
C: 18.116886 15.288957 15.504761
N: 14.485946 16.668292 17.374335
C: 10.162457 17.233367 16.426882
C: 9.016663 17.168690 17.293854
H: 6.798377 17.108176 17.068843
H: 6.670311 17.176132 14.847393
H: 8.757871 17.667532 13.423406
H: 12.310166 16.956785 20.933815
H: 13.428990 16.047645 22.802956
H: 15.687485 15.149423 22.598915
H: 16.893909 15.163717 20.451753
H: 11.146587 17.438960 10.486580
H: 12.100787 17.696351 8.188360
H: 14.569962 17.364276 7.828495
H: 16.050885 16.613806 9.675515
H: 18.915613 14.833072 12.177257
H: 20.693722 13.575670 13.190387
H: 21.118379 13.779464 15.687892
H: 19.351121 14.613537 17.073840
H: 9.162451 16.937154 18.357179
O: 14.027819 19.438446 15.961013
N: 15.181991 19.827167 15.924715
O: 15.439655 20.994125 16.095294
O: 16.099421 18.918619 15.700072
C: 16.112488 12.099924 15.126955
N: 15.749762 12.793574 13.908398
C: 14.570629 13.405520 13.738458
Se: 13.376287 13.985135 15.050392
N: 14.354233 13.490091 12.395846
C: 15.459434 13.058543 11.705634
C: 15.826504 13.092322 10.370623
C: 16.978137 12.444209 9.946058
C: 17.790297 11.784779 10.900117
C: 17.409058 11.815477 12.253476
C: 16.301238 12.514092 12.641232
H: 16.845826 12.664404 15.708351
H: 16.465996 11.137396 14.751175
H: 15.226685 11.904619 15.646492
H: 13.671929 14.140237 12.086262
H: 15.132502 13.396972 9.595581
H: 17.124612 12.495872 8.880635
H: 18.750759 11.345163 10.631547
H: 18.075626 11.297079 13.009247

Forces on atoms 1 to 6 (eV/Å):
1.041 -0.880 -1.472
-0.630 -0.722 -0.267
0.089 0.420 1.499
1.922 0.275 0.959
-0.684 -0.236 -0.051
1.574 -1.231 0.409

---

Entry 2:
A molecular structure, C40H25BrEuF4O3PS4Si, computed with wB97M-V/def2-TZVPD.

Output
* highest occupied orbital energy (spin up / spin down): -7.62 / -6.35 eV
* multiplicity: 7
* E: -208774.735 eV
* Kohn-Sham gap (spin up / spin down): 6.663 / 4.363 eV

Element x y z (Å)
Eu: -0.646512 -0.241986 -0.022001
F: -0.885387 5.326755 -5.368514
C: -1.358564 4.640402 -4.350856
C: -2.444937 5.086992 -3.580143
F: -3.194399 6.116845 -3.990685
C: -2.908316 4.292639 -2.537635
F: -3.965971 4.787004 -1.901225
C: -2.412470 3.002665 -2.374788
P: -2.847957 1.782518 -0.988391
C: -2.975851 2.925459 0.454764
C: -2.044631 3.975539 0.554121
C: -1.950416 4.734857 1.680324
C: -2.713715 4.396037 2.813565
C: -3.660771 3.410463 2.698695
C: -3.738547 2.596989 1.560455
C: -4.593293 1.489679 -1.255178
C: -5.637807 2.390832 -0.989603
C: -6.976719 1.929723 -1.001821
C: -7.285809 0.680318 -1.507231
C: -6.243606 -0.236131 -1.796183
C: -4.896446 0.147101 -1.610347
C: -1.474886 2.472957 -3.244117
Br: -1.075102 0.556606 -3.262681
C: -0.858385 3.323188 -4.140379
F: 0.153219 2.935546 -4.938671
H: -1.415940 4.144153 -0.337273
H: -1.382711 5.649675 1.664305
H: -2.508262 4.928763 3.698891
H: -4.265497 3.111584 3.524103
H: -4.367380 1.672997 1.515163
H: -5.307119 3.387770 -0.629833
H: -7.646422 2.655389 -0.612574
H: -8.298529 0.372121 -1.639643
H: -6.470590 -1.160209 -2.255352
H: -4.038890 -0.532329 -1.783300
O: -0.229703 -3.092619 6.072099
C: -0.771241 -2.435110 5.211368
S: -0.423595 -0.657082 5.079800
C: -0.983595 -0.352320 3.496609
C: -1.917788 -1.419033 3.078046
S: -2.848287 -1.546228 1.614576
S: -1.891099 -2.980539 3.986021
S: -0.499968 1.069823 2.677735
O: 1.639557 -0.461411 -0.481437
Si: 2.889999 -1.436903 -0.173294
C: 3.347035 -2.484913 -1.665142
C: 4.056236 -3.662056 -1.490987
C: 4.455042 -4.383181 -2.597110
C: 4.313377 -3.905399 -3.895192
C: 3.472482 -2.771801 -4.063069
C: 3.064388 -2.035521 -2.953788
C: 2.549795 -2.687630 1.207831
C: 2.834311 -2.347998 2.522276
C: 2.511351 -3.175433 3.606718
C: 1.990346 -4.436651 3.388869
C: 1.759660 -4.834705 2.056368
C: 1.907587 -3.897999 1.035547
C: 4.532172 -0.627575 0.266451
C: 5.626083 -1.423687 0.718002
C: 6.626089 -0.953537 1.579251
C: 6.573571 0.386153 1.903466
C: 5.637349 1.256681 1.373610
C: 4.567887 0.736563 0.602163
H: 4.266532 -4.095760 -0.503430
H: 4.885127 -5.350583 -2.434121
H: 4.839064 -4.324586 -4.796783
H: 3.132830 -2.507215 -5.055752
H: 2.612923 -1.081951 -3.044881
H: 3.233487 -1.316003 2.723568
H: 2.538153 -2.764674 4.631693
H: 1.686064 -4.993213 4.227398
H: 1.338121 -5.796251 1.762043
H: 1.663725 -4.196846 0.043213
H: 5.503620 -2.499333 0.505817
H: 7.265220 -1.618737 2.177717
H: 7.355345 0.777748 2.558358
H: 5.788362 2.316537 1.630977
H: 3.773293 1.375579 0.223501
O: -1.227060 -3.488324 -1.800735
C: -1.105231 -2.629187 -1.051328

Forces on atoms 1 to 6 (eV/Å):
1.083 0.282 0.578
0.004 0.331 -0.076
-0.425 -1.338 0.918
0.229 -0.512 -1.041
0.720 0.073 0.365
0.291 -0.206 -1.026

---

Entry 3:
A molecular structure, C40H26BrCaClF7N2O4PSSb, computed with wB97M-V/def2-TZVPD.

Output
* highest occupied orbital energy: -10.65 eV
* total charge: +1
* E: -199749.487 eV
* Kohn-Sham gap: 7.005 eV

Element x y z (Å)
Ca: 0.260742 -1.410193 -1.355836
F: 6.835276 -2.506082 2.911992
C: 5.570096 -2.258354 2.623727
C: 4.630866 -2.159037 3.634346
F: 4.996643 -2.307388 4.898331
C: 3.309540 -1.898148 3.310997
F: 2.455794 -1.783699 4.327033
C: 2.872696 -1.741388 2.002600
P: 1.100291 -1.427301 1.617721
C: 0.181546 -2.780170 2.416332
C: -0.221595 -3.803159 1.557754
C: -0.950822 -4.886306 2.024083
C: -1.296142 -4.951680 3.364199
C: -0.902386 -3.939821 4.230663
C: -0.165583 -2.863195 3.766427
C: 0.812898 0.098270 2.575450
C: -0.322287 0.317991 3.347970
C: -0.476744 1.516312 4.032029
C: 0.493847 2.501671 3.949064
C: 1.622940 2.293281 3.167989
C: 1.777632 1.103430 2.476191
C: 3.850870 -1.817264 1.005229
Br: 3.485840 -1.456247 -0.817419
C: 5.174937 -2.076589 1.307349
F: 6.098433 -2.144007 0.354240
H: 0.036787 -3.769784 0.503569
H: -1.251694 -5.668182 1.339506
H: -1.872670 -5.788210 3.735715
H: -1.169755 -3.989837 5.277666
H: 0.129879 -2.089963 4.458535
H: -1.086650 -0.442962 3.427081
H: -1.354872 1.672976 4.645124
H: 0.376614 3.427728 4.495510
H: 2.387370 3.056877 3.107598
H: 2.664026 0.950962 1.868983
O: 0.980544 1.238269 -4.465945
Cl: 1.261099 0.122449 -3.653979
O: 1.347398 0.510823 -2.234124
O: 2.468063 -0.546791 -4.026235
O: 0.146161 -0.848675 -3.690013
S: -1.228239 -3.756713 -2.147297
C: 0.153009 -3.935486 -3.081124
N: 0.128991 -4.680491 -4.224188
C: 1.203325 -4.836198 -5.025284
C: 2.373826 -4.230759 -4.691847
C: 2.368617 -3.461316 -3.518711
N: 1.313631 -3.326923 -2.740286
H: -0.756598 -5.106777 -4.467038
H: 1.066307 -5.445605 -5.907188
H: 3.255213 -4.322776 -5.304997
H: 3.264886 -2.939118 -3.211856
F: -6.240289 6.383336 -0.699557
C: -5.321372 5.502703 -1.129214
C: -3.997381 5.705603 -0.794462
C: -3.053798 4.790780 -1.241654
C: -3.431945 3.691753 -2.009792
C: -4.777581 3.530317 -2.337116
C: -5.735225 4.430374 -1.895264
Sb: -2.036559 2.226392 -2.701009
C: -2.322332 0.942238 -0.981442
C: -2.582960 1.449737 0.291790
C: -2.830792 0.612858 1.368484
C: -2.806246 -0.753613 1.167525
F: -3.026786 -1.571136 2.210413
C: -2.585634 -1.309364 -0.077867
C: -2.361411 -0.443969 -1.152272
C: -0.290560 3.235697 -1.997099
C: 0.380318 4.025657 -2.929371
C: 1.530405 4.723195 -2.590696
C: 2.004419 4.608889 -1.299916
F: 3.120543 5.273818 -0.951761
C: 1.372584 3.833205 -0.349186
C: 0.220892 3.146564 -0.705757
H: -3.720455 6.566885 -0.201972
H: -2.011078 4.946698 -0.991387
H: -5.094852 2.692582 -2.948527
H: -6.782265 4.317961 -2.140482
H: -2.618367 2.521900 0.447087
H: -3.046561 1.006042 2.352192
H: -2.657525 -2.383397 -0.195543
H: -2.284307 -0.864152 -2.156186
H: 0.014696 4.096279 -3.947804
H: 2.057932 5.337823 -3.306827
H: 1.779174 3.775778 0.649972
H: -0.265245 2.536144 0.047086

Forces on atoms 1 to 6 (eV/Å):
0.102 -0.025 0.153
-0.022 0.003 -0.012
-0.032 0.011 0.037
0.040 -0.010 -0.018
-0.014 0.002 -0.039
-0.003 -0.016 0.036

---

Per-record energy above the lowest of the compared OMol25 structures with the same formula, charge and spin, eV: 1.959 0.000 0.083
Per-record largest force on an atom, eV/Å: 3.528 3.375 0.186